Record 1
{"formula": "C2H3OY", "method": "ωB97M-V with the def2-TZVPD basis set", "symbols": ["C", "H", "H", "O", "H", "Y", "C"], "coordinates": [[0.424560, -0.598091, -0.237889], [-0.320358, 0.371509, 1.568532], [1.443917, -1.021698, -0.142486], [-0.433551, 0.453041, 0.610909], [-0.027991, -1.605273, -0.192775], [-1.704611, 1.865433, -0.584097], [0.618033, 0.535079, -1.022193]], "atomic_forces_ev_per_a": [[0.0, -2.0, 0.4], [0.6, -0.2, 1.0], [1.0, 0.6, 2.1], [0.5, -0.8, -0.5], [-1.2, 0.4, -0.9], [1.3, -0.4, -0.5], [-2.2, 2.3, -1.6]], "lowdin_charge": [-0.0651, 0.1788, 0.2011, -0.2120, 0.1991, 2.3599, 0.3381], "e_tot_ha": -189.97415, "homo_lumo_gap_ev": [6.88, 9.83], "homo_energy_ev": [-23.65, -26.58], "multiplicity": 2, "relative_energy_kcal_mol": 19.6, "total_charge": 3}



Record 2
{"formula": "C2H3P", "method": "ωB97M-V with the def2-TZVPD basis set", "symbols": ["H", "C", "C", "H", "H", "P"], "coordinates": [[-1.213656, -1.112966, 0.992413], [1.448650, 0.528739, -0.048208], [0.279976, 0.435353, -0.034095], [-1.484742, -0.582833, -1.093335], [2.446173, 0.519035, 0.213973], [-1.476400, 0.212672, -0.030746]], "atomic_forces_ev_per_a": [[-0.9, 2.4, -1.8], [2.0, 0.2, 0.5], [-3.2, -0.1, -0.5], [-0.1, -1.3, -1.9], [1.5, 0.2, -0.1], [0.6, -1.3, 3.9]], "lowdin_charge": [0.0071, 0.0101, -0.5666, -0.1825, 0.0041, 0.7278], "e_tot_ha": -419.23698, "homo_lumo_gap_ev": 10.30, "smiles": "C#CP", "homo_energy_ev": -9.66, "relative_energy_kcal_mol": 16.6, "total_charge": 0}



Record 3
{"formula": "C2H4", "method": "ωB97M-V with the def2-TZVPD basis set", "symbols": ["C", "C", "H", "H", "H", "H"], "coordinates": [[-0.245932, -0.018885, -0.633322], [0.203596, 0.045720, 0.616736], [-1.321044, 0.200695, -0.906962], [1.285149, -0.327541, 0.772602], [-0.169766, 0.369956, 1.537495], [0.459677, -0.404120, -1.303616]], "atomic_forces_ev_per_a": [[-2.1, 0.5, 1.8], [3.2, -1.2, -1.0], [1.6, -0.1, 0.1], [-1.6, 0.7, -0.3], [-1.4, 0.6, 0.8], [0.4, -0.4, -1.4]], "lowdin_charge": [-0.0863, -0.0921, 0.0709, 0.0732, 0.0151, 0.0191], "e_tot_ha": -78.55324, "homo_lumo_gap_ev": 11.60, "smiles": "C=C", "homo_energy_ev": -10.21, "relative_energy_kcal_mol": 8.3, "total_charge": 0}



Record 4
{"formula": "C2H40NO16S", "method": "ωB97M-V with the def2-TZVPD basis set", "symbols": ["O", "O", "H", "S", "H", "H", "H", "H", "O", "H", "H", "H", "H", "H", "H", "O", "O", "O", "H", "H", "H", "H", "O", "H", "H", "H", "H", "H", "H", "H", "H", "O", "O", "H", "H", "H", "H", "H", "H", "O", "C", "H", "H", "H", "O", "H", "O", "H", "O", "N", "H", "C", "H", "H", "O", "H", "H", "H", "O", "O"], "coordinates": [[-0.220715, -1.957589, -1.645496], [-0.194546, -2.805591, 2.171879], [-3.365163, -0.322493, 0.198022], [-0.108101, 2.884913, 1.096467], [-0.004373, -1.046256, -2.092072], [-1.368580, -2.995837, 0.924882], [-0.941061, -1.184962, 2.651927], [1.889145, 2.349164, -2.497069], [0.313612, 2.691715, -3.134609], [-0.531259, -1.111441, 6.112478], [2.695670, 0.214975, 1.184694], [-1.424662, 0.890258, 0.594673], [-2.594207, 3.849680, -2.384592], [2.236687, -1.259094, 1.108541], [0.205743, 0.987570, -3.192779], [2.984504, 1.706957, 0.377246], [-2.063896, -1.071555, -3.331165], [2.766667, 2.034223, -2.267417], [1.996760, -0.228616, 3.306982], [-1.910035, -0.621372, 3.860951], [-1.873991, 1.635234, 3.142968], [0.275826, -0.737211, 4.901768], [-2.949565, 0.420623, -1.286584], [3.569419, -0.622517, -3.919892], [0.305053, 0.450197, 1.097968], [3.826518, 1.987175, 0.486060], [-0.223687, 1.024897, 3.515094], [0.311800, 3.264554, -3.905736], [-2.684110, 1.311415, -1.528443], [-3.064762, -1.709068, 0.660165], [-2.605216, -1.202121, -4.110807], [2.546606, -0.571539, 1.729697], [-2.007171, 3.298051, -1.943675], [-0.691977, -2.427534, -2.297494], [0.512783, -2.724892, 1.533484], [1.286846, -0.091938, -3.709658], [1.273169, 2.742702, 1.196857], [2.936509, 1.351364, -2.917206], [2.527871, -0.205565, 4.771729], [1.632177, -2.570390, 0.217993], [-1.074402, 0.932661, 2.790918], [-2.422104, -0.591529, 2.264658], [2.146131, -3.317479, -0.079070], [2.914982, 1.782678, -0.594268], [-1.956357, -2.953908, 0.159316], [0.008799, -3.501716, 2.812449], [1.697156, -0.095177, 4.229555], [3.121902, 0.338196, -4.959964], [-3.446728, -0.908131, 1.008288], [-1.644017, -0.469629, 2.910322], [-1.268919, -0.617276, -3.604110], [-0.596810, 1.152440, 1.342386], [-2.694933, -0.152851, -1.999493], [-1.923595, 3.751931, -1.069952], [0.379255, 0.023491, -3.343439], [0.993482, -2.390662, -0.512279], [-1.421581, -2.528162, -0.538475], [-0.445218, 2.932257, -2.601231], [2.953903, 0.064549, -4.092988], [-0.587232, -1.079772, 5.199546]], "atomic_forces_ev_per_a": [[1.9, 2.6, 0.6], [-0.8, 0.0, 1.1], [-0.3, -0.4, 1.0], [0.9, -0.1, -0.1], [-0.3, -1.8, 0.7], [0.0, -0.2, 0.2], [-0.2, 0.1, 0.4], [-0.4, 0.4, 0.1], [0.6, -0.2, -0.5], [0.0, -0.2, 2.8], [0.2, 0.4, -0.1], [1.1, 0.4, 1.1], [-1.9, 1.5, -1.7], [0.3, 0.1, 0.3], [0.6, -0.5, -0.4], [-3.6, -1.1, -0.7], [-0.9, -0.6, 0.0], [0.5, 0.2, 0.5], [0.1, -0.2, -0.3], [0.0, -0.4, 0.9], [0.7, -0.5, -0.7], [0.3, 0.0, -0.2], [-0.3, 0.9, 1.0], [0.9, -1.1, 0.4], [-1.6, 1.3, 0.5], [4.3, 1.4, 1.2], [-0.8, -0.1, -0.7], [0.0, 0.1, -0.1], [0.0, 0.2, -0.1], [0.4, -1.4, -0.2], [-0.2, 0.0, -0.2], [-0.3, -0.3, 0.1], [1.5, -0.8, 2.5], [-0.9, -0.9, -1.4], [1.1, -0.3, -0.4], [-0.6, 0.3, 0.3], [-1.2, 0.0, -0.1], [0.3, -0.3, -0.1], [-1.4, 0.2, -0.8], [-0.4, 0.1, -0.4], [0.1, -0.2, 0.5], [-1.0, -0.1, -0.8], [0.3, -0.4, 0.0], [-0.6, -0.1, -0.5], [-0.2, -0.1, -0.6], [0.1, 0.3, -0.2], [1.5, 0.0, 1.1], [0.4, 0.8, -2.3], [-0.6, 1.8, -0.6], [1.4, 1.2, -0.4], [0.8, 0.3, -0.5], [0.2, -1.4, -0.8], [0.3, -0.7, -1.0], [0.2, -0.7, -0.6], [-0.2, 0.2, 0.1], [0.0, 0.0, -0.1], [-0.3, -0.1, 0.5], [-0.8, 0.5, 0.5], [-0.9, 0.0, 1.4], [-0.3, 0.0, -2.2]], "lowdin_charge": [-0.0810, -0.0391, 0.0300, 0.7348, 0.0774, -0.0045, 0.1013, -0.0006, -0.0357, 0.0177, -0.0050, 0.0660, 0.0419, 0.0019, 0.0423, -0.0381, -0.0337, -0.0419, 0.0007, 0.1082, 0.1368, -0.0038, -0.0390, 0.0855, 0.0966, 0.0123, 0.1064, 0.0998, 0.0217, -0.0141, 0.0848, -0.0770, -0.0241, 0.0369, 0.0038, 0.0402, -0.1149, -0.0027, 0.1020, -0.0446, -0.2140, 0.0657, 0.0895, 0.0189, -0.0576, 0.1040, -0.0875, 0.0703, -0.0801, 0.1507, 0.0064, -0.5437, -0.0087, 0.0732, -0.0791, 0.0374, 0.0052, 0.0119, 0.0259, -0.0377], "e_tot_ha": -1756.85672, "homo_lumo_gap_ev": 9.12, "homo_energy_ev": -11.70, "total_charge": 1}



Record 5
{"formula": "C2H4AgClCuO4S", "method": "ωB97M-V with the def2-TZVPD basis set", "symbols": ["S", "H", "O", "H", "Cu", "C", "Ag", "O", "Cl", "O", "H", "O", "C", "H"], "coordinates": [[-20.598928, -10.946663, -20.996019], [-18.488111, -12.872967, -20.282501], [-19.003129, -11.063133, -20.669330], [-17.929265, -11.837487, -19.138328], [-18.203965, -13.330865, -14.316742], [-20.061063, -12.191225, -18.793579], [-16.843222, -9.729418, -13.807028], [-21.061862, -11.844482, -19.710865], [-18.257321, -10.852028, -15.786901], [-21.032883, -11.669066, -22.144905], [-20.035322, -11.434085, -18.009887], [-21.086363, -9.560859, -20.792349], [-18.816271, -11.976533, -19.756378], [-20.299426, -13.210809, -18.490699]], "atomic_forces_ev_per_a": [[0.5, -1.2, 2.5], [-0.7, -0.7, 0.1], [-3.5, 4.7, -3.3], [0.1, 1.0, -0.1], [-0.1, -0.3, 0.0], [1.7, 0.8, -1.9], [0.2, 0.6, 0.2], [-1.8, 2.0, -2.2], [0.1, -0.3, 0.4], [0.2, 1.1, 0.0], [-0.3, -0.3, 0.3], [0.6, -1.7, -0.7], [2.6, -5.8, 4.4], [0.4, 0.1, 0.1]], "lowdin_charge": [0.8532, 0.1588, -0.0735, 0.1380, 0.7900, -0.0954, 0.8354, -0.0911, 0.4107, 0.0249, 0.0924, 0.0475, -0.2524, 0.1617], "e_tot_ha": -3023.89009, "homo_lumo_gap_ev": [8.05, 4.04], "homo_energy_ev": [-21.63, -21.37], "multiplicity": 3, "total_charge": 3}



Record 6
{"formula": "C2H4AgLiO", "method": "ωB97M-V with the def2-TZVPD basis set", "symbols": ["H", "O", "Li", "H", "C", "H", "C", "H", "Ag"], "coordinates": [[0.682975, -0.581141, 1.845307], [-2.127751, -0.474382, -0.535891], [-0.644601, -1.325881, -0.738031], [1.261154, 0.837586, -0.869321], [0.492790, 0.090255, 1.002743], [-0.604186, 0.558168, 1.120236], [1.376794, 0.190840, 0.005370], [2.276704, -0.430011, -0.026634], [-2.713880, 1.134565, -1.803779]], "atomic_forces_ev_per_a": [[0.3, 0.1, -0.3], [0.0, 1.0, -1.1], [-0.6, 0.6, 0.1], [-0.3, -0.1, 0.4], [-2.3, 0.5, 0.7], [2.8, -0.7, -0.9], [-0.3, -0.2, -0.3], [-0.2, 0.3, 0.3], [0.5, -1.4, 1.1]], "lowdin_charge": [0.0483, -1.0999, 0.5937, 0.0506, -0.1352, 0.0907, -0.1289, 0.0496, 0.5312], "e_tot_ha": -308.22246, "homo_lumo_gap_ev": 6.67, "homo_energy_ev": -7.16, "relative_energy_kcal_mol": 18.3, "total_charge": 0}



Record 7
{"formula": "C2H4B2O", "method": "ωB97M-V with the def2-TZVPD basis set", "symbols": ["C", "H", "B", "H", "H", "C", "B", "H", "O"], "coordinates": [[0.547368, -0.011546, 0.753652], [0.150354, 0.178527, 1.816416], [1.873353, -0.260752, 0.465805], [0.258668, 0.462352, -1.526002], [-1.189758, 1.418926, -0.537388], [-1.558822, -0.506390, -0.409572], [-0.387303, 0.501601, -0.605035], [2.835544, -0.713514, 0.180447], [-2.529404, -1.069205, -0.138324]], "atomic_forces_ev_per_a": [[-0.9, 1.6, 1.0], [0.6, -0.4, -1.7], [-2.7, 0.3, 0.7], [0.5, -0.2, -1.9], [0.5, 0.4, 0.3], [-2.5, -1.6, -0.1], [-0.3, -0.8, 2.9], [2.1, -0.6, -0.6], [2.7, 1.4, -0.5]], "lowdin_charge": [-0.1203, 0.0804, 0.0797, 0.0412, 0.0941, 0.0053, -0.4003, -0.0143, 0.2342], "e_tot_ha": -203.43739, "homo_lumo_gap_ev": 8.81, "homo_energy_ev": -8.65, "relative_energy_kcal_mol": 7.1, "total_charge": 0}



Record 8
{"formula": "C2H4BeLiO4", "method": "ωB97M-V with the def2-TZVPD basis set", "symbols": ["H", "O", "H", "H", "Li", "O", "C", "O", "C", "O", "H", "Be"], "coordinates": [[2.926421, -0.210716, 0.061032], [-2.169280, -1.330625, 0.002280], [-3.374375, -2.683129, 0.772211], [2.742615, -0.959517, 1.764497], [0.221939, 0.238068, -1.366425], [-0.760493, -0.763077, 0.024773], [-2.332715, -2.407242, 0.585085], [0.587336, 1.125785, 0.414987], [2.284688, -0.422312, 0.926371], [1.507146, 0.655341, 1.324043], [-1.502006, -2.823732, 1.169170], [-1.015770, 0.994387, 0.829602]], "atomic_forces_ev_per_a": [[-1.0, -1.0, -1.3], [1.0, 0.6, -1.0], [-0.2, -0.4, -0.7], [-0.5, -0.1, 0.2], [0.3, -0.2, -1.1], [-3.3, 1.6, 1.5], [0.4, 0.3, 1.9], [-1.0, 1.4, -0.8], [0.4, 5.8, 2.2], [1.0, -5.3, 0.5], [0.0, -0.5, -0.5], [2.9, -2.1, -0.8]], "lowdin_charge": [0.1772, 0.0454, 0.1900, 0.1721, 0.8669, -0.2050, 0.2888, -0.2293, 0.4238, 0.0190, 0.1735, 1.0777], "e_tot_ha": -400.30015, "homo_lumo_gap_ev": [9.33, 9.33], "homo_energy_ev": [-25.38, -25.38], "relative_energy_kcal_mol": 0.0, "total_charge": 3}